Density functional theory data (wB97M-V/def2-TZVPD) for C22H29FN2O4S in the gas phase in a non-equilibrium geometry.

Output
- Gap between HOMO and LUMO: 9.385 eV
- M: 436.55 g/mol
- E_HOMO: -8.736 eV

Structure (XYZ):
```
59
C22H29FN2O4S | the Open Molecules 2025 dataset | wB97M-V/def2-TZVPD
C -2.47678 -3.60469 1.21078
C -3.18221 -2.55547 0.35770
C -3.89070 -1.51998 1.22987
C -4.54915 -0.44960 0.36572
N -3.55468 0.21894 -0.45725
C -4.09858 1.36812 -1.16769
C -3.03752 2.44151 -1.42271
C -2.43979 2.96399 -0.11899
N -1.56368 1.97659 0.46474
C -0.43473 2.32364 1.10260
O -0.08962 3.47920 1.29296
C 0.41584 1.19940 1.54377
C 1.50449 1.22544 2.37536
C 2.02952 -0.08262 2.38296
C 1.23147 -0.82330 1.55195
C 1.32168 -2.22830 1.13752
S 1.89114 -2.42710 -0.61765
O 0.76304 -2.27987 -1.49506
O 2.59220 -3.68168 -0.66745
C 3.13026 -1.12123 -0.96803
C 2.57506 0.25640 -1.04947
C 1.50132 0.56864 -1.87804
C 1.02949 1.86632 -1.96559
C 1.62734 2.88562 -1.24274
C 2.69454 2.60173 -0.41048
C 3.14384 1.29876 -0.32325
F 4.18896 1.02627 0.49487
O 0.24344 -0.05011 1.04874
C -2.92211 -0.73859 -1.35280
C -2.20225 -1.81470 -0.54906
H -1.79756 -3.12706 1.91533
H -3.19962 -4.18432 1.78106
H -1.90692 -4.28580 0.58262
H -3.92884 -3.05832 -0.26819
H -3.16042 -1.04367 1.88789
H -4.64975 -1.99779 1.85226
H -5.02190 0.29715 1.00984
H -5.33711 -0.91358 -0.25492
H -4.88565 1.80996 -0.55059
H -4.55814 1.06825 -2.12454
H -2.23822 2.04137 -2.04684
H -3.50568 3.26792 -1.95946
H -3.24566 3.21553 0.58195
H -1.84475 3.86588 -0.28679
H -1.88942 1.01872 0.37388
H 1.86980 2.08075 2.90384
H 2.88465 -0.43034 2.92502
H 2.04563 -2.77606 1.73150
H 0.35701 -2.73128 1.13893
H 3.88440 -1.22258 -0.19211
H 3.54563 -1.44757 -1.92130
H 1.03169 -0.22567 -2.43571
H 0.19625 2.08694 -2.61502
H 1.26130 3.89699 -1.31191
H 3.17162 3.37003 0.17520
H -2.19807 -0.21156 -1.97712
H -3.67039 -1.20684 -2.01829
H -1.43394 -1.33725 0.05897
H -1.70078 -2.50127 -1.23086
```

---

Density functional theory data (wB97M-V/def2-TZVPD) for 14 unconnected molecules or ions with the total composition C35H96B3F21N8O17S3 in a non-equilibrium geometry.

Output
- Gap between HOMO and LUMO: 5.738 eV
- M: 1428.79 g/mol
- E_HOMO: -11.325 eV
- Total charge: +2

Structure (XYZ):
```
183
C35H96B3F21N8O17S3 | the Open Molecules 2025 dataset | wB97M-V/def2-TZVPD
C 14.02638 10.06286 10.67892
C 15.02726 10.48017 9.55306
C 14.81004 11.86106 9.05124
O 14.52718 12.76854 10.09833
C 13.37412 13.62078 9.95006
N 16.50646 10.48264 10.03368
H 17.13042 10.89024 9.35204
H 16.66222 11.04790 10.85606
H 16.68820 9.50658 10.21914
H 14.19668 9.10256 11.16568
H 13.00262 10.13996 10.31277
H 14.05792 10.79372 11.48698
H 14.91950 9.75203 8.74912
H 13.99896 11.89234 8.32373
H 15.63350 12.24350 8.44812
H 13.43986 14.31546 9.11267
H 13.12284 14.14182 10.87390
H 12.52214 13.01584 9.63982
C 11.50830 13.68568 17.26050
C 10.84318 13.98544 15.89944
C 11.72864 14.66150 14.90398
O 11.33518 14.52302 13.52206
C 10.78028 15.66364 12.91366
N 10.30964 12.71086 15.31840
H 10.09394 12.81322 14.33702
H 11.09232 12.07954 15.22376
H 9.55932 12.25788 15.82032
H 11.70632 14.60586 17.81018
H 12.47524 13.18592 17.20230
H 10.82892 13.12668 17.90398
H 9.93174 14.58036 15.95784
H 12.71776 14.26646 15.13574
H 11.83554 15.70428 15.20282
H 11.41968 16.49736 12.62350
H 10.04358 16.03976 13.62352
H 10.19997 15.50796 12.00420
C 14.78844 15.35604 12.94272
C 16.33728 15.28008 12.87722
C 16.93324 14.62482 14.17238
O 18.31192 14.69352 14.19428
C 18.92678 13.65854 14.97082
N 16.69664 14.35798 11.66116
H 16.59205 14.76310 10.74188
H 17.66204 14.06634 11.71664
H 16.24078 13.46350 11.55074
H 14.33970 15.85110 12.08154
H 14.43268 15.92948 13.79872
H 14.33838 14.36604 13.01654
H 16.64550 16.29103 12.61056
H 16.43324 13.65988 14.25618
H 16.61016 15.26868 14.99040
H 18.45366 12.68666 14.83044
H 19.03011 13.88788 16.03140
H 19.96051 13.66450 14.62520
C 12.23792 25.63082 12.91554
C 13.70310 25.35344 12.44852
C 13.90160 23.89800 12.00280
O 15.05504 23.63694 11.17332
C 16.31292 23.70894 11.87988
N 14.09900 26.34700 11.32672
H 15.06644 26.22276 11.06464
H 13.60224 26.22198 10.45626
H 14.12790 27.30770 11.63708
H 11.53054 26.02054 12.18354
H 12.23366 26.43480 13.65154
H 11.82308 24.87722 13.58494
H 14.33298 25.59192 13.30552
H 13.11302 23.59226 11.31520
H 13.87688 23.28320 12.90252
H 16.33923 22.92864 12.64052
H 16.56910 24.69002 12.27982
H 17.04422 23.34204 11.15968
C 16.80870 21.20406 9.04340
C 15.41528 20.74420 9.43980
C 14.38156 20.46628 8.30956
O 13.11160 20.00690 8.90634
C 11.89312 20.06531 8.15376
N 15.48000 19.59738 10.49364
H 16.31272 19.77505 11.03686
H 14.75616 19.75482 11.18022
H 15.42214 18.66438 10.11117
H 16.52510 22.17656 8.64100
H 17.23450 20.71646 8.16644
H 17.66082 21.26238 9.72061
H 14.95240 21.52348 10.04525
H 14.70832 19.74942 7.55628
H 14.19146 21.35254 7.70414
H 11.11562 19.56355 8.72978
H 11.98908 19.48791 7.23424
H 11.63350 21.07978 7.85116
C 14.09314 21.95148 15.81078
C 14.15804 20.88902 16.90440
C 12.84114 20.81098 17.70404
O 12.50510 22.11104 18.16540
C 11.20452 22.25012 18.73130
N 14.37864 19.45462 16.25949
H 13.92858 18.73982 16.81320
H 13.94646 19.32632 15.35568
H 15.32498 19.12405 16.13597
H 15.07538 21.99086 15.33990
H 13.75518 22.97254 15.98776
H 13.38248 21.62372 15.05206
H 14.96384 21.03910 17.62292
H 12.82828 20.03120 18.46554
H 12.07466 20.45744 17.01438
H 10.38446 22.10718 18.02760
H 11.13184 23.28544 19.06436
H 11.13064 21.56828 19.57848
C 21.73968 16.38010 19.93878
C 20.51772 17.20812 19.68336
C 19.63966 16.42229 18.70262
O 18.39810 17.05234 18.43156
C 17.79402 16.82668 17.15615
N 19.77114 17.50002 20.95546
H 19.14190 18.27240 20.78936
H 19.23781 16.68284 21.21598
H 20.40008 17.75716 21.70274
H 21.37616 15.48160 20.43744
H 22.42154 16.94043 20.57848
H 22.20666 16.02380 19.02058
H 20.65076 18.20072 19.25308
H 19.38362 15.38908 18.93710
H 20.11513 16.21207 17.74458
H 18.60704 16.87994 16.43210
H 17.03438 17.53952 16.83534
H 17.43774 15.80152 17.05494
C 10.85670 21.36880 13.50926
C 9.57528 20.75034 12.85924
C 9.79368 19.18238 12.68332
O 8.60709 18.51697 12.27752
C 8.38940 18.46872 10.89700
N 8.38038 20.99154 13.77500
H 7.53442 20.63864 13.35086
H 8.54238 20.60420 14.69360
H 8.26418 21.99236 13.84554
H 11.31994 20.85707 14.35284
H 10.73764 22.41984 13.77246
H 11.66544 21.38376 12.77864
H 9.36770 21.26374 11.92040
H 10.01760 18.67598 13.62222
H 10.61294 18.88228 12.02998
H 8.18758 19.43020 10.42486
H 7.47384 17.91952 10.67736
H 9.23216 17.97559 10.41257
B 14.07818 16.30558 17.84186
F 12.85030 16.82964 17.57960
F 14.82120 15.89186 16.70422
F 14.65138 17.36372 18.44930
F 13.95668 15.19940 18.70818
B 16.09560 16.54014 8.75646
F 15.51428 16.88496 9.97366
F 17.07656 17.40272 8.42116
F 16.55722 15.26054 8.90708
F 15.06872 16.65295 7.76808
B 13.64782 19.06284 13.12448
F 13.06922 18.36756 12.10648
F 12.86234 18.96924 14.22096
F 14.74530 18.37257 13.49176
F 14.06192 20.36078 12.88406
C 9.73690 17.53024 16.50992
F 9.92923 16.49384 17.37814
F 10.80408 17.75667 15.85566
F 8.74520 17.10641 15.67820
S 9.05532 19.12362 17.41324
O 7.78858 18.73730 18.08346
O 10.03842 19.49342 18.46426
O 8.86497 20.05018 16.29488
C 10.76376 23.39964 9.76360
F 10.60404 23.84910 11.00342
F 11.68380 22.44302 9.87431
F 9.61363 22.93126 9.22504
S 11.37714 24.82930 8.58872
O 12.36462 25.53602 9.38870
O 11.96258 24.25194 7.40086
O 10.19168 25.57320 8.29040
C 18.79147 19.51038 14.63018
F 19.56314 20.08680 15.51222
F 19.16368 18.27796 14.39004
F 17.54121 19.49442 15.11298
S 18.77218 20.55284 12.94476
O 18.61644 21.93226 13.38920
O 20.12748 20.37326 12.39150
O 17.73842 20.11204 11.95146
```

---

Density functional theory data (wB97M-V/def2-TZVPD) for C4H5NO in the gas phase.

Output
- Gap between HOMO and LUMO: 9.361 eV
- M: 83.09 g/mol
- E_HOMO: -8.982 eV

Structure (XYZ):
```
11
C4H5NO | the Open Molecules 2025 dataset | wB97M-V/def2-TZVPD
H 2.73306 -1.13680 -0.10775
N 1.76592 -0.81584 -0.09911
C 1.71175 0.42380 0.18345
C 0.41157 1.11474 0.34090
C -0.69942 0.45726 0.11870
C -1.70246 -0.24708 -0.32523
O -2.35221 -1.23606 0.35664
H 2.59550 1.03658 0.40089
H 0.40447 2.14180 0.70182
H -2.10470 0.08292 -1.27867
H -2.76348 -1.82133 -0.29163
```

---

Density functional theory data (wB97M-V/def2-TZVPD) for a gas-phase ion, CH7N6 (charge +1) in a non-equilibrium geometry.

Output
- Gap between HOMO and LUMO (alpha / beta): 9.026 / 9.029 eV
- M: 103.11 g/mol
- E_HOMO (alpha / beta): -13.856 / -13.857 eV
- Total charge: +1

Structure (XYZ):
```
14
CH7N6 | the Open Molecules 2025 dataset | wB97M-V/def2-TZVPD
N -1.59847 -0.00196 0.77422
N -1.46326 -0.26796 -0.58253
C -0.11606 -0.10717 -0.99247
N 0.90676 -1.20541 -0.26624
N 1.62384 -0.53406 0.46086
N 1.64057 0.78806 0.16725
N 0.54904 1.07285 -0.58196
H -1.54762 -0.83857 1.33814
H -2.57008 0.30696 0.87209
H -1.92344 -1.14958 -0.97409
H 0.10812 -0.21412 -1.99695
H 2.27350 -0.82718 1.18287
H 2.27503 1.30078 0.73446
H -0.15794 1.67737 -0.13565
```

---

Density functional theory data (wB97M-V/def2-TZVPD) for a molecular structure, C12H8BiN2O4 in a non-equilibrium geometry.

Output
- Gap between HOMO and LUMO: 5.932 eV
- M: 453.19 g/mol
- E_HOMO: -19.844 eV
- Total charge: +3

Structure (XYZ):
```
27
C12H8BiN2O4 | the Open Molecules 2025 dataset | wB97M-V/def2-TZVPD
Bi 0.00029 -0.15361 0.06863
C -0.00287 1.45953 1.74173
O -0.00318 1.95094 2.79463
C -0.00438 2.02002 -1.07716
O -0.00676 3.10461 -1.46378
C -2.29894 -0.13470 -0.01898
O -3.43323 0.01171 0.01241
C 2.29932 -0.12509 -0.01931
O 3.43305 0.02607 0.01222
C 0.00371 -1.83152 -1.80546
H 0.94915 -2.34332 -1.51357
H -0.93967 -2.34718 -1.51380
C 0.00121 -0.59888 -2.46240
H -0.93480 -0.08954 -2.77409
H 0.93517 -0.08559 -2.77384
N -0.00017 0.07334 7.29125
C 0.00002 -0.00981 6.13182
C 0.00097 -0.45076 4.78243
C -1.22874 -0.57957 4.12767
C -1.18807 -1.14723 2.87668
N 0.00323 -1.51236 2.39838
C 1.19300 -1.14228 2.87670
C 1.23122 -0.57440 4.12768
H -2.20320 -0.37893 4.59744
H -2.08975 -1.37156 2.28593
H 2.09564 -1.36259 2.28594
H 2.20479 -0.36959 4.59745
```

---

Density functional theory data (wB97M-V/def2-TZVPD) for a gas-phase ion, C3H7N2S (charge +1) in a non-equilibrium geometry.

Output
- Gap between HOMO and LUMO: 7.943 eV
- M: 103.17 g/mol
- E_HOMO: -13.188 eV
- Total charge: +1

Structure (XYZ):
```
13
C3H7N2S | the Open Molecules 2025 dataset | wB97M-V/def2-TZVPD
C -0.44635 -0.72102 2.00273
C -0.24909 -1.51226 0.64801
S -0.21408 -3.15236 0.42967
N 0.28011 -0.84725 -0.45468
C 0.09914 0.39214 -0.90352
N 0.55842 0.72460 -2.06187
H -1.07858 -1.41745 2.78840
H 0.51752 -0.62963 2.40028
H -0.95160 0.21270 1.85987
H 0.43609 -1.50222 -1.29560
H -0.26605 1.10530 -0.23239
H 0.96441 1.67881 -2.20258
H 0.90849 -0.00275 -2.76772
```